{"formula": "C19H32Cl4NO5PPd", "method": "ωB97M-V/def2-TZVPD", "species": ["Pd", "Cl", "C", "C", "C", "Cl", "C", "O", "C", "Cl", "C", "H", "H", "O", "Cl", "O", "O", "O", "C", "C", "C", "C", "P", "N", "C", "C", "C", "C", "C", "C", "C", "C", "H", "H", "H", "H", "H", "H", "H", "H", "H", "H", "H", "H", "H", "H", "H", "H", "H", "H", "H", "H", "H", "H", "H", "H", "H", "H", "H", "C", "H", "H", "H"], "xyz": [[0.084, -0.140, -0.595], [-5.200, 4.331, 2.672], [-3.968, 3.596, 1.736], [-3.369, 2.424, 2.210], [-2.388, 1.829, 1.467], [-1.633, 0.407, 2.017], [-1.957, 2.378, 0.183], [-1.090, 1.862, -0.531], [-2.620, 3.611, -0.228], [-2.126, 4.309, -1.707], [-3.596, 4.194, 0.525], [-3.681, 1.995, 3.151], [-4.078, 5.102, 0.195], [-2.360, -3.511, -1.113], [-1.489, -2.560, -0.513], [-0.116, -2.740, -0.964], [-1.547, -2.616, 0.921], [-1.881, -1.198, -0.954], [4.351, 1.240, -1.497], [4.410, 0.698, -0.064], [4.348, -0.832, -0.183], [5.735, 1.138, 0.567], [2.919, 1.290, 0.918], [1.730, 0.318, 0.481], [3.157, 1.040, 2.770], [4.027, 2.091, 3.461], [3.751, -0.356, 3.009], [1.764, 0.992, 3.426], [2.548, 3.100, 0.538], [1.972, 3.205, -0.885], [1.427, 3.555, 1.487], [3.737, 4.054, 0.672], [5.130, 0.732, -2.070], [4.554, 2.307, -1.552], [3.394, 1.029, -1.972], [5.189, -1.147, -0.808], [3.423, -1.148, -0.664], [4.430, -1.349, 0.766], [6.546, 0.808, -0.089], [5.911, 0.696, 1.545], [5.810, 2.221, 0.660], [5.020, 2.168, 3.021], [4.152, 1.801, 4.507], [3.568, 3.079, 3.455], [4.787, -0.447, 2.690], [3.152, -1.123, 2.518], [3.725, -0.548, 4.084], [1.261, 1.952, 3.463], [1.893, 0.648, 4.455], [1.123, 0.278, 2.910], [1.248, 2.420, -1.095], [2.735, 3.186, -1.655], [1.454, 4.164, -0.969], [0.579, 2.866, 1.461], [1.075, 4.534, 1.152], [1.763, 3.664, 2.516], [4.514, 3.850, -0.063], [4.189, 4.037, 1.663], [3.382, 5.072, 0.490], [0.551, 0.179, -2.727], [1.617, 0.081, -2.914], [0.169, 1.163, -2.991], [-0.015, -0.625, -3.193]], "mulliken_charge": [0.800, -0.173, 0.559, -0.715, 0.733, -0.040, -0.631, -0.130, 0.397, -0.147, -0.735, 0.468, 0.457, -0.652, 1.829, -0.624, -0.611, -0.640, -1.830, 1.832, -1.681, -1.786, 1.126, -0.710, 1.963, -1.880, -1.964, -1.795, 2.100, -1.592, -2.065, -1.832, 0.650, 0.272, 0.134, 0.535, 0.280, 0.320, 0.539, 0.239, 0.285, 0.262, 0.521, 0.317, 0.303, 0.384, 0.628, 0.315, 0.531, 0.272, 0.154, 0.297, 0.515, 0.312, 0.661, 0.310, 0.280, 0.270, 0.519, -1.118, 0.295, 0.311, 0.373], "de_lowest_ev": 1.2578, "multiplicity": 5, "s_squared": 6.052}